(A)
{
  "formula": "CH7N4",
  "method": "ωB97M-V/def2-TZVPD",
  "symbols": ["C", "N", "N", "N", "N", "H", "H", "H", "H", "H", "H", "H"],
  "coordinates": [[-1.6395, -0.7246, 0.0596], [0.5654, 1.6915, -0.3790], [1.6777, -0.3358, 0.0054], [-1.4664, 0.8058, 0.0692], [-0.3607, 1.1617, -0.0592], [-2.7525, -0.9481, -0.1228], [-1.0206, -0.9601, -0.8642], [-1.2667, -1.1909, 0.9833], [1.3780, 2.2892, -0.2568], [2.3083, -0.9851, -0.4878], [2.0891, -0.0804, 0.9125], [0.4879, -0.7232, 0.1398]],
  "homo_lumo_gap_ev": 9.392,
  "total_charge": 1,
  "lumo_energy_ev": -5.152,
  "e_homo_ev": -14.545
}

(B)
{
  "formula": "CH7N4",
  "method": "ωB97M-V/def2-TZVPD",
  "symbols": ["C", "N", "N", "N", "N", "H", "H", "H", "H", "H", "H", "H"],
  "coordinates": [[-1.6032, 0.7192, 0.0033], [-1.3096, -0.5356, -0.0035], [0.8542, 0.8891, -0.3353], [1.2924, -1.2919, 0.3179], [0.8514, -0.3837, -0.4712], [-1.8862, -1.4315, -0.2030], [-2.4446, 1.2761, 0.0930], [-0.7691, 1.3811, 0.3549], [0.8273, 1.2698, -1.2739], [1.3213, 1.4871, 0.3670], [1.4119, -2.2297, -0.0742], [1.4541, -1.1498, 1.2250]],
  "homo_lumo_gap_ev": 9.692,
  "total_charge": 1,
  "lumo_energy_ev": -4.441,
  "e_homo_ev": -14.133
}

Pick (B): it beats the second-best structure by 1.406 eV.

(A)
{
  "formula": "C18H26ClN3O3",
  "method": "ωB97M-V/def2-TZVPD",
  "symbols": ["C", "C", "C", "O", "C", "C", "C", "N", "C", "O", "C", "N", "C", "C", "N", "C", "C", "C", "C", "C", "Cl", "C", "C", "C", "O", "H", "H", "H", "H", "H", "H", "H", "H", "H", "H", "H", "H", "H", "H", "H", "H", "H", "H", "H", "H", "H", "H", "H", "H", "H", "H"],
  "coordinates": [[-7.4408, -0.8724, -0.2077], [-6.0905, -1.5362, -0.4885], [-6.2745, -2.9852, -0.9287], [-5.2808, -1.5567, 0.6817], [-4.5103, -0.4055, 0.9231], [-3.2087, -0.3784, 0.1125], [-2.3249, 0.7983, 0.5190], [-1.1130, 0.8292, -0.2651], [-0.7506, 1.8809, -1.0161], [-1.3802, 2.9151, -1.1094], [0.5818, 1.6509, -1.7501], [1.7017, 1.5870, -0.8435], [2.3380, 2.7812, -0.3312], [3.3650, 2.2084, 0.6543], [2.8483, 0.8816, 0.9105], [3.5894, -0.0859, 1.6850], [4.8754, -0.4794, 1.0017], [4.8253, -1.2251, -0.1710], [5.9843, -1.5626, -0.8438], [7.2073, -1.1498, -0.3374], [8.6633, -1.5699, -1.1704], [7.2776, -0.4053, 0.8285], [6.1087, -0.0705, 1.4896], [1.9306, 0.5157, -0.0304], [1.3891, -0.5734, -0.1177], [-8.0481, -0.8666, -1.1086], [-7.3050, 0.1542, 0.1250], [-7.9631, -1.4215, 0.5715], [-5.5764, -0.9793, -1.2857], [-5.3078, -3.4378, -1.1321], [-6.8872, -3.0327, -1.8245], [-6.7568, -3.5467, -0.1336], [-4.2719, -0.4395, 1.9906], [-5.0876, 0.5082, 0.7280], [-3.4341, -0.3037, -0.9531], [-2.6745, -1.3159, 0.2803], [-2.0736, 0.7228, 1.5834], [-2.8402, 1.7465, 0.3449], [-0.4995, 0.0214, -0.2233], [0.5335, 0.7023, -2.2920], [0.7475, 2.4692, -2.4530], [1.6064, 3.4271, 0.1711], [2.8023, 3.3463, -1.1431], [4.3684, 2.1575, 0.2101], [3.4229, 2.7815, 1.5834], [2.9363, -0.9569, 1.7875], [3.7893, 0.3375, 2.6737], [3.8672, -1.5424, -0.5549], [5.9437, -2.1436, -1.7516], [8.2354, -0.0907, 1.2120], [6.1613, 0.5108, 2.3989]],
  "smiles": "CC(C)OCCCNC(=O)CN1CCN(Cc2ccc(Cl)cc2)C1=O",
  "homo_lumo_gap_ev": 9.572,
  "lumo_energy_ev": 0.645,
  "e_homo_ev": -8.927
}

(B)
{
  "formula": "C18H26ClN3O3",
  "method": "ωB97M-V/def2-TZVPD",
  "symbols": ["C", "C", "C", "O", "C", "C", "C", "N", "C", "O", "C", "N", "C", "C", "N", "C", "C", "C", "C", "C", "C", "C", "Cl", "C", "O", "H", "H", "H", "H", "H", "H", "H", "H", "H", "H", "H", "H", "H", "H", "H", "H", "H", "H", "H", "H", "H", "H", "H", "H", "H", "H"],
  "coordinates": [[1.3136, -4.9870, 1.3415], [0.8580, -5.8268, 0.1439], [-0.0634, -6.9553, 0.5974], [0.1120, -5.0699, -0.7937], [0.8366, -4.1060, -1.5171], [-0.1649, -3.2416, -2.2778], [-1.0363, -2.4403, -1.3092], [-0.2594, -1.4535, -0.5969], [-0.1249, -1.4370, 0.7373], [-0.6656, -2.2097, 1.5035], [0.7866, -0.2968, 1.2243], [0.1981, 1.0016, 1.0085], [-0.8089, 1.5345, 1.8995], [-1.2396, 2.8247, 1.1877], [-0.7344, 2.6316, -0.1525], [-0.8304, 3.6399, -1.1763], [-0.4001, 5.0022, -0.6956], [-1.3052, 6.0560, -0.6717], [-0.9368, 7.3111, -0.2217], [0.3549, 7.5306, 0.2251], [1.2730, 6.4963, 0.2157], [0.8958, 5.2436, -0.2429], [2.0710, 3.9700, -0.2496], [0.1223, 1.5748, -0.2281], [0.6990, 1.1911, -1.2303], [1.6261, -5.6414, 2.1503], [2.1517, -4.3431, 1.0834], [0.4889, -4.3650, 1.6827], [1.7424, -6.2548, -0.3625], [-0.9095, -6.5348, 1.1332], [-0.4352, -7.4980, -0.2673], [0.4705, -7.6417, 1.2484], [1.4283, -3.4694, -0.8460], [1.5302, -4.6004, -2.2180], [0.3727, -2.5646, -2.9440], [-0.8068, -3.8905, -2.8731], [-1.8420, -1.9424, -1.8596], [-1.4653, -3.1151, -0.5657], [0.2161, -0.7413, -1.1424], [0.9760, -0.4218, 2.2922], [1.7322, -0.3297, 0.6756], [-0.3822, 1.7237, 2.8880], [-1.6426, 0.8290, 2.0088], [-2.3257, 2.9553, 1.1725], [-0.7900, 3.7125, 1.6514], [-0.1854, 3.2976, -1.9927], [-1.8637, 3.6942, -1.5404], [-2.3143, 5.8853, -1.0179], [-1.6573, 8.1145, -0.2176], [0.6506, 8.5056, 0.5806], [2.2833, 6.6527, 0.5591]],
  "smiles": "CC(C)OCCCNC(=O)CN1CCN(Cc2ccccc2Cl)C1=O",
  "homo_lumo_gap_ev": 9.446,
  "lumo_energy_ev": 0.698,
  "e_homo_ev": -8.747
}

Pick (B): it beats the second-best structure by 0.074 eV.

(A)
{
  "formula": "S2",
  "method": "ωB97M-V/def2-TZVPD",
  "symbols": ["S", "S"],
  "coordinates": [[-0.8216, 1.3453, 0.3060], [0.8216, -1.3453, -0.3060]],
  "s2": 0.755,
  "homo_lumo_gap_ev": [4.651, 4.147],
  "total_charge": 1,
  "lumo_energy_ev": [-11.856, -11.578],
  "spin_multiplicity": 2,
  "e_homo_ev": [-16.507, -15.725]
}

(B)
{
  "formula": "S2",
  "method": "ωB97M-V/def2-TZVPD",
  "symbols": ["S", "S"],
  "coordinates": [[0.0000, 0.0000, 1.7369], [0.0000, 0.0000, -1.7369]],
  "s2": 0.754,
  "homo_lumo_gap_ev": [4.232, 3.724],
  "total_charge": 1,
  "lumo_energy_ev": [-11.944, -11.670],
  "spin_multiplicity": 2,
  "e_homo_ev": [-16.177, -15.394]
}

Pick (A): it beats the second-best structure by 0.977 eV.

(A)
{
  "formula": "C5H15NO2",
  "method": "ωB97M-V/def2-TZVPD",
  "symbols": ["C", "N", "C", "C", "C", "C", "H", "H", "H", "H", "H", "H", "H", "H", "H", "H", "H", "O", "H", "H", "O", "H", "H"],
  "coordinates": [[-0.1938, 0.8447, -0.3394], [-0.1305, 0.1597, 0.9687], [-0.2085, 1.2244, 2.0249], [1.2558, 1.6598, 2.1651], [2.1087, 0.4148, 2.0382], [1.2096, -0.4612, 1.0673], [-1.1728, 1.1171, -0.6494], [0.3253, 0.3615, -1.2618], [0.1415, 1.8926, -0.4300], [-0.9041, 2.0267, 1.7865], [-0.4614, 0.7022, 2.9676], [1.3959, 2.1584, 3.1541], [1.5402, 2.3166, 1.3558], [2.1109, -0.2260, 2.9270], [3.0010, 0.7793, 1.5520], [1.6087, -0.8728, 0.1434], [1.0807, -1.3157, 1.7114], [-6.3544, -2.6610, -2.7285], [-6.0596, -1.7815, -2.4559], [-5.5759, -3.2063, -2.5790], [1.9268, -1.3536, -4.3927], [1.0378, -1.6721, -4.1793], [2.3181, -2.1075, -4.8459]],
  "smiles": "CN1CCCC1.O.O",
  "homo_lumo_gap_ev": 9.239,
  "lumo_energy_ev": 0.656,
  "e_homo_ev": -8.584
}

(B)
{
  "formula": "C5H15NO2",
  "method": "ωB97M-V/def2-TZVPD",
  "symbols": ["C", "C", "C", "N", "C", "C", "O", "H", "H", "H", "H", "H", "H", "H", "H", "H", "H", "H", "H", "H", "O", "H", "H"],
  "coordinates": [[0.7078, 0.2163, -2.2718], [1.1551, -0.9599, -1.4136], [1.1415, -0.5795, 0.1086], [0.0627, -1.1790, 0.8512], [-0.9571, -0.3718, 1.4486], [-2.0526, 0.0495, 0.4475], [-2.4130, -1.0197, -0.4301], [0.5884, -0.0647, -3.3207], [-0.2354, 0.6664, -1.9648], [1.4617, 0.9834, -2.2058], [2.1478, -1.3089, -1.6953], [0.4629, -1.7898, -1.5014], [2.1070, -0.8697, 0.5207], [1.0335, 0.4757, 0.1886], [0.2034, -2.1032, 1.2125], [-1.4332, -0.8555, 2.2899], [-0.5447, 0.5743, 1.7853], [-2.9797, 0.4225, 0.8727], [-1.6036, 0.8312, -0.1788], [-1.6893, -1.6583, -0.3620], [0.6431, 2.6880, 2.0402], [1.0833, 2.3725, 1.2448], [1.1104, 3.4802, 2.3335]],
  "smiles": "CCCNCCO.O",
  "homo_lumo_gap_ev": 9.239,
  "lumo_energy_ev": 0.660,
  "e_homo_ev": -8.578
}

(C)
{
  "formula": "C5H15NO2",
  "method": "ωB97M-V/def2-TZVPD",
  "symbols": ["C", "C", "C", "C", "N", "C", "H", "H", "H", "H", "H", "H", "H", "H", "H", "H", "H", "O", "H", "H", "O", "H", "H"],
  "coordinates": [[0.0295, -0.6960, -2.4821], [0.0880, 0.1927, -1.2767], [0.7187, -0.2316, -0.1485], [1.4326, -1.5328, 0.0704], [0.5470, 0.4974, 1.0500], [1.1167, 0.0650, 2.3006], [0.7412, -1.5106, -2.4500], [-0.8976, -1.3142, -2.4337], [0.0406, -0.2238, -3.4617], [-0.4027, 1.1446, -1.4128], [1.2695, -2.2679, -0.7124], [0.9961, -2.0123, 0.9522], [2.4894, -1.4662, 0.3202], [0.3164, 1.4687, 0.9397], [0.6128, -0.7995, 2.7535], [2.1935, -0.1317, 2.3536], [0.9407, 0.8422, 3.0433], [-1.1665, 3.2137, 0.1885], [-0.4779, 3.2673, -0.5003], [-1.8310, 2.7049, -0.2820], [-2.1033, -1.7576, 0.0955], [-2.5704, -1.3174, 0.8106], [-1.2395, -1.3357, 0.1467]],
  "smiles": "C/C=C(\\C)NC.O.O",
  "homo_lumo_gap_ev": 8.276,
  "lumo_energy_ev": 0.694,
  "e_homo_ev": -7.583
}

Pick (B): it beats the second-best structure by 0.216 eV.